The following is a DFT calculation (ωB97M-V with the def2-TZVPD basis set) of a cluster of 2 separate species, C2H4ClPS in total at a distorted geometry.

Cartesian coordinates (Å):
P1 1.4842 0.1450 0.7454
S1 2.6100 1.3851 -0.2509
H1 2.1835 -0.7592 1.7774
H2 0.4467 0.6059 1.4881
H3 0.6051 -0.7713 -0.0331
C1 -1.4109 -0.3276 -1.5015
C2 -2.2846 -0.1831 -0.6770
Cl1 -2.9855 0.1838 0.7361
H4 -0.6485 -0.2787 -2.2845

Calculated values
LUMO	0.4	eV
Kohn-Sham gap	9.448	eV
strongest force on any atom	0.046	hartree/bohr
energy above the lowest of the compared OMol25 structures with the same formula, charge and spin	197.0	kJ/mol
charge	0
SMILES	[PH3]=S.C#CCl